No. 1
Below is C12H16AuCl2N2O2P as an isolated structure at a distorted geometry, with properties calculated with the ωB97M-V functional and the def2-TZVPD basis.

CARTESIAN COORDINATES (ANGSTROEM)
C1 4.855 -0.046 -0.740
C2 3.654 -0.694 -0.212
H1 5.695 -0.777 -0.601
H2 5.128 0.927 -0.284
H3 4.779 0.182 -1.813
O1 3.254 -1.490 0.614
Cl1 2.581 1.766 0.598
Au1 1.395 0.488 -0.860
P1 -0.028 -1.081 -1.993
C3 -0.569 -2.533 -1.044
C4 -1.565 -0.648 -2.965
H4 1.472 -0.866 -3.906
H5 0.485 -2.454 -3.883
H6 1.967 -2.239 -2.755
C5 1.120 -1.740 -3.292
H7 -1.311 0.255 -3.568
H8 -1.709 -1.568 -3.569
H9 -0.774 -3.299 -1.825
H10 -1.489 -2.267 -0.479
H11 -2.380 -0.472 -2.224
H12 0.232 -2.869 -0.356
C6 0.742 -0.457 0.857
O2 0.689 -0.932 1.920
Cl2 1.020 1.581 -3.033
N1 -4.724 3.001 5.226
C7 -3.941 2.605 4.448
C8 -3.005 2.114 3.499
C9 -1.630 2.190 3.742
C10 -0.736 1.605 2.828
N2 -1.160 1.035 1.707
C11 -2.484 0.958 1.453
C12 -3.422 1.510 2.330
H13 -1.220 2.686 4.607
H14 0.348 1.617 3.003
H15 -2.785 0.460 0.512
H16 -4.485 1.449 2.058

Its highest occupied orbital energy (spin up / spin down) is -15.37 / -15.36 eV. As for the expectation value of S²: 2.01. Its relative energy (zero: lowest compared OMol25 entry of this formula, charge and spin) is 2.817 eV. The calculation puts the HOMO-LUMO gap (spin up / spin down) at 5.5 / 3.3 eV. Its charge is +2. Its multiplicity is 3.

=====

No. 2
Below is one molecule with the formula C3H4OS2 at a distorted geometry, with properties calculated with the ωB97M-V functional and the def2-TZVPD basis.

CARTESIAN COORDINATES (ANGSTROEM)
O1 -0.213 0.876 -2.602
C1 0.180 0.835 -1.471
C2 -0.700 0.200 -0.357
S1 -0.051 -1.430 0.055
C3 0.510 -0.989 1.608
S2 1.528 -1.826 2.579
H1 1.163 1.338 -1.256
H2 -1.622 0.084 -0.916
H3 -0.984 0.889 0.463
H4 0.189 0.023 1.898

Its highest occupied orbital energy is -9.01 eV. Its relative energy (zero: lowest compared OMol25 entry of this formula, charge and spin) is 1.601 eV. The calculation puts the HOMO-LUMO gap at 8.4 eV. Its SMILES is O=CCSC=S.

=====

No. 3
Below is one molecule with the formula C29H50ClF2NO4SSi at a distorted geometry, with properties calculated with the ωB97M-V functional and the def2-TZVPD basis.

CARTESIAN COORDINATES (ANGSTROEM)
C1 4.869 -1.235 -1.417
C2 3.574 -0.533 -2.145
C3 2.386 -0.228 -1.000
C4 1.945 1.330 -1.042
C5 3.215 2.037 -0.284
C6 0.446 1.774 -0.572
C7 0.466 3.386 -0.428
C8 0.914 3.882 1.117
C9 -0.335 4.181 2.118
O1 0.244 4.257 3.501
C10 0.291 2.916 4.117
C11 1.706 2.813 5.002
O2 -0.628 4.238 -0.699
S1 -2.166 3.672 -0.783
O3 -3.006 3.521 0.498
O4 -2.938 4.797 -1.596
C12 -2.024 2.087 -1.827
N1 -3.414 1.587 -1.794
C13 -4.434 2.219 -2.647
C14 -4.060 2.715 -4.141
C15 -0.822 1.034 -1.341
C16 -0.465 0.117 -2.615
C17 -1.325 -0.074 -3.959
C18 -1.147 1.120 -5.128
Cl1 -3.048 -0.770 -3.871
C19 -1.477 0.006 -0.193
F1 -2.484 -0.961 -0.778
F2 -2.155 0.732 0.920
C20 -0.485 -1.053 0.543
C21 -1.291 -1.810 1.794
Si1 -0.060 -3.068 2.667
C22 1.774 -2.489 2.645
C23 -0.563 -3.169 4.563
C24 -0.135 -4.814 1.853
C25 0.907 -5.961 2.474
C26 0.915 -7.463 1.817
C27 -0.107 -7.883 0.586
C28 -1.123 -6.739 0.000
C29 -1.168 -5.198 0.624
H1 5.457 -1.901 -2.212
H2 4.496 -1.924 -0.543
H3 5.588 -0.429 -0.956
H4 3.147 -1.250 -2.982
H5 3.827 0.513 -2.636
H6 1.595 -1.042 -1.221
H7 2.917 -0.434 0.042
H8 2.037 1.675 -2.184
H9 3.241 3.205 -0.323
H10 4.266 1.658 -0.615
H11 3.116 1.756 0.873
H12 0.410 1.480 0.590
H13 1.323 3.779 -1.168
H14 1.596 3.105 1.662
H15 1.509 4.883 0.962
H16 -1.011 3.211 2.135
H17 -0.999 5.105 1.847
H18 0.383 2.031 3.322
H19 -0.627 2.749 4.838
H20 1.541 2.946 6.152
H21 2.511 3.524 4.531
H22 2.133 1.710 4.851
H23 -1.624 2.522 -2.837
H24 -3.834 1.453 -0.851
H25 -5.350 1.458 -2.753
H26 -4.902 3.149 -2.062
H27 -4.177 1.798 -4.896
H28 -3.057 3.301 -4.271
H29 -4.915 3.478 -4.480
H30 -0.346 -1.001 -2.198
H31 0.617 0.305 -3.102
H32 -0.749 -0.987 -4.504
H33 -2.193 1.293 -5.631
H34 -0.439 0.749 -6.017
H35 -0.631 2.084 -4.714
H36 0.496 -0.636 1.007
H37 -0.195 -1.929 -0.212
H38 -1.599 -1.061 2.654
H39 -2.267 -2.340 1.417
H40 2.244 -2.873 1.630
H41 1.810 -1.318 2.740
H42 2.399 -2.902 3.574
H43 -1.035 -2.139 4.874
H44 -1.305 -4.055 4.769
H45 0.437 -3.365 5.170
H46 1.617 -5.693 3.369
H47 1.645 -8.296 2.240
H48 -0.107 -8.974 0.156
H49 -1.888 -6.978 -0.852
H50 -1.900 -4.367 0.237

Its highest occupied orbital energy is -8.72 eV. The calculation puts the HOMO-LUMO gap at 8.6 eV. Its SMILES is CCC[C@H](C)[C@H]1[C@H](CCOCC)OS(=O)(=O)[C@H](NCC)[C@]1(C[C@H](C)Cl)C(F)(F)CC[Si](C)(C)c1ccccc1.

=====

No. 4
Below is one molecule with the formula C4H6O2 at a distorted geometry, with properties calculated with the ωB97M-V functional and the def2-TZVPD basis.

CARTESIAN COORDINATES (ANGSTROEM)
O1 -0.194 -2.052 0.774
C1 0.024 -1.776 -0.504
C2 -0.139 -0.380 -0.927
C3 -0.486 0.650 0.103
C4 0.550 1.445 0.757
O2 -0.247 1.994 -0.283
H1 0.044 -2.936 0.363
H2 -0.894 -0.433 -1.727
H3 0.798 -0.133 -1.448
H4 -1.423 0.491 0.638
H5 0.370 1.854 1.750
H6 1.598 1.275 0.504

Its highest occupied orbital energy is -8.65 eV. Its relative energy (zero: lowest compared OMol25 entry of this formula, charge and spin) is 4.932 eV. The calculation puts the HOMO-LUMO gap at 9.6 eV.

=====

No. 5
Below is one molecule with the formula C3H6ClFN2S at a distorted geometry, with properties calculated with the ωB97M-V functional and the def2-TZVPD basis.

CARTESIAN COORDINATES (ANGSTROEM)
H1 0.811 1.011 1.982
N1 1.125 0.171 1.517
C1 0.898 -0.278 0.289
N2 1.422 -1.619 -0.055
C2 -0.180 0.445 -0.501
S1 -0.115 2.239 -0.255
C3 -1.649 0.042 -0.464
F1 -1.577 -1.341 -0.936
Cl1 -2.490 0.107 0.997
H2 0.457 -2.413 -0.012
H3 2.007 -1.850 0.833
H4 0.215 0.362 -1.532
H5 1.139 2.471 -0.584
H6 -2.062 0.653 -1.279

Its highest occupied orbital energy is -9.42 eV. Its relative energy (zero: lowest compared OMol25 entry of this formula, charge and spin) is 2.194 eV. The calculation puts the HOMO-LUMO gap at 9.9 eV. Its SMILES is [H]/N=C(/N)[C@H](S)[C@@H](F)Cl.

=====

No. 6
Below is C7H12NaO4 as an isolated structure at a distorted geometry, with properties calculated with the ωB97M-V functional and the def2-TZVPD basis.

CARTESIAN COORDINATES (ANGSTROEM)
C1 2.971 -1.816 -0.961
C2 2.840 -2.007 0.512
O1 3.141 -0.741 1.232
Na1 3.242 0.602 -0.562
H1 2.053 -2.076 -1.510
H2 2.962 -0.847 2.172
H3 3.824 -2.362 -1.394
H4 3.534 -2.756 0.935
H5 1.814 -2.278 0.818
O2 -4.117 -1.415 -0.938
C3 -3.593 -0.476 -0.310
O3 -4.078 0.231 0.595
O4 -2.267 -0.249 -0.664
C4 -1.539 0.727 0.060
C5 -0.106 0.737 -0.458
C6 0.753 1.674 0.340
C7 1.392 2.743 -0.163
H6 -1.556 0.495 1.136
H7 -1.998 1.719 -0.072
H8 -0.093 1.016 -1.522
H9 0.307 -0.283 -0.380
H10 0.806 1.489 1.419
H11 1.990 3.392 0.482
H12 1.289 3.021 -1.216

Its highest occupied orbital energy is -4.08 eV. Its relative energy (zero: lowest compared OMol25 entry of this formula, charge and spin) is 0.039 eV. The calculation puts the HOMO-LUMO gap at 5.6 eV. Its charge is -1.

=====

| no. | M (g/mol) |
| --- | --- |
| 1 | 519.1 |
| 2 | 120.2 |
| 3 | 610.3 |
| 4 | 86.1 |
| 5 | 156.6 |
| 6 | 183.2 |